DFT (wB97M-V/def2-TZVPD) results for a 11-piece molecular cluster, C4H29N2O11S overall in a non-equilibrium geometry.

Each atom is followed by the atoms it is bonded to, with distances in Å.
Positions of all 47 atoms, in Å:
1 O -0.96632 -1.32762 0.14706  C2 1.214
2 C -1.00922 -0.84100 -0.96460  O1 1.214, N3 1.386, H9 1.107
3 N -0.43348 0.33050 -1.42931  C2 1.386, C4 1.556, H10 1.010
4 C 0.61206 0.94532 -0.45433  N3 1.556, C5 1.572, C7 1.488, H11 1.086
5 C 2.08782 0.42643 -0.61109  C4 1.572, S6 1.838, H12 1.105, H13 1.091
6 S 2.52562 -0.89103 -1.81614  C5 1.838
7 C 0.13143 0.90421 0.95280  C4 1.488, N8 1.472, H14 1.096, H15 1.105
8 N 0.77853 1.90281 1.81848  C7 1.472, H16 1.004, H17 1.030
9 H -1.68928 -1.34548 -1.67822  C2 1.107
10 H -0.25560 0.41552 -2.41938  N3 1.010
11 H 0.66380 1.98212 -0.77384  C4 1.086
12 H 2.30649 0.10658 0.42398  C5 1.105
13 H 2.76588 1.26458 -0.78153  C5 1.091
14 H 0.16443 -0.10977 1.36881  C7 1.096
15 H -0.96562 1.03637 0.93001  C7 1.105
16 H 0.99381 2.69464 1.23992  N8 1.004
17 H 1.68610 1.55619 2.16168  N8 1.030
18 H -1.22284 -1.95839 2.34863  O20 1.020
19 H -2.24086 -2.10019 3.63279  O20 0.958
20 O -1.37609 -1.80335 3.34542  H18 1.020, H19 0.958
21 H 0.52185 -2.36408 2.97826  O23 0.963
22 H 0.92294 -3.00114 1.58428  O23 0.997
23 O 1.27508 -2.62828 2.43961  H21 0.963, H22 0.997
24 H -1.53169 1.48264 2.69165  O26 0.948
25 H -1.55379 -0.04948 3.24613  O26 0.969
26 O -2.03329 0.77461 3.07348  H24 0.948, H25 0.969
27 H -1.62521 1.88904 -1.18677  O29 0.956
28 H -3.11122 1.63085 -0.71484  O29 0.983
29 O -2.51779 2.22979 -1.21937  H27 0.956, H28 0.983
30 H 1.00917 -2.86565 -0.92614  O32 0.969
31 H 1.83170 -3.98356 -0.58982  O32 0.969
32 O 0.97521 -3.61977 -0.31917  H30 0.969, H31 0.969
33 H 0.97996 -0.12304 -4.09189  O35 0.965
34 H 0.04299 1.14869 -4.30100  O35 0.946
35 O 0.13540 0.21388 -4.41534  H33 0.965, H34 0.946
36 H 2.27645 -0.03351 2.90280  O38 0.947
37 H 2.67094 -1.53785 2.99023  O38 0.952
38 O 2.92035 -0.64916 3.22326  H36 0.947, H37 0.952
39 H -2.81546 -0.09866 0.56444  O41 0.966
40 H -3.48514 0.75530 1.63477  O41 0.953
41 O -3.67496 0.22055 0.86963  H39 0.966, H40 0.953
42 H 1.75507 3.93080 0.20422  O44 0.945
43 H 2.58659 3.69707 -1.08254  O44 0.954
44 O 2.29175 4.34970 -0.45157  H42 0.945, H43 0.954
45 H -2.57624 0.46406 -3.89523  O47 0.989
46 H -3.08272 0.82786 -2.58101  O47 0.961
47 O -3.33601 0.24353 -3.30129  H45 0.989, H46 0.961

The HOMO energy comes out at -4.297 eV. As for the spin multiplicity: 1. As for the total charge: -1.


DFT (wB97M-V/def2-TZVPD) results for a 10-piece molecular cluster, C4H29NO9 overall in a non-equilibrium geometry.

Each atom is followed by the atoms it is bonded to, with distances in Å.
Positions of all 43 atoms, in Å:
1 C -3.37218 0.28473 -0.11657  C2 1.575, H6 1.030, H7 1.078, H8 1.125
2 C -2.30019 1.40991 -0.37003  C1 1.575, C3 1.512, N5 1.479, H9 1.172
3 C -2.81319 2.54122 -1.23208  C2 1.512, C4 1.544, H10 1.240, H11 1.047
4 C -2.58891 2.47056 -2.75790  C3 1.544, H12 1.193, H13 1.143, H14 1.121
5 N -1.37318 1.97679 0.63372  C2 1.479, H15 0.956, H16 0.985
6 H -2.93039 -0.17771 0.69039  C1 1.030
7 H -4.39680 0.56305 0.07117  C1 1.078
8 H -3.46123 -0.36813 -1.02797  C1 1.125
9 H -1.58272 0.81292 -1.07964  C2 1.172
10 H -4.01457 2.52564 -0.92378  C3 1.240
11 H -2.47838 3.48930 -0.93892  C3 1.047
12 H -1.41431 2.39851 -2.95275  C4 1.193
13 H -3.11150 1.49878 -3.05796  C4 1.143
14 H -3.00144 3.37219 -3.28104  C4 1.121
15 H -1.50426 1.91687 1.57920  N5 0.956
16 H -1.34114 2.92996 0.38721  N5 0.985
17 H 1.24023 0.75153 -2.10815  O19 0.919
18 H 1.16863 1.34458 -0.62184  O19 0.828
19 O 1.32808 0.76795 -1.19376  H17 0.919, H18 0.828
20 H 1.11801 1.17032 1.30783  O22 0.901
21 H 0.04811 0.08859 1.15892  O22 1.019
22 O 1.04476 0.27303 1.26409  H20 0.901, H21 1.019
23 H -0.70744 -4.20298 -0.64554  O25 0.989
24 H 0.42648 -3.50423 0.03917  O25 0.941
25 O -0.40542 -3.89421 0.24439  H23 0.989, H24 0.941
26 H 2.81728 0.07741 1.91945  O28 0.889
27 H 3.67600 -1.11014 2.56850  O28 0.950
28 O 3.24972 -0.26239 2.61745  H26 0.889, H27 0.950
29 H 3.04782 -3.63389 0.06640  O31 0.971
30 H 2.91569 -3.34157 -1.25924  O31 0.946
31 O 2.69491 -4.08524 -0.71771  H29 0.971, H30 0.946
32 H -0.59591 -3.05187 -3.56137  O34 0.925
33 H -1.45941 -2.22152 -4.44502  O34 0.989
34 O -0.81370 -2.16315 -3.69766  H32 0.925, H33 0.989
35 H 3.97366 2.71627 3.01807  O37 0.961
36 H 2.87238 1.66953 3.21466  O37 0.952
37 O 3.02493 2.57503 2.96180  H35 0.961, H36 0.952
38 H -0.36255 -1.03451 4.71561  O40 0.940
39 H 0.66617 -0.81042 3.33419  O40 1.040
40 O -0.16171 -1.21647 3.81542  H38 0.940, H39 1.040
41 H 2.91346 -1.18179 0.21311  O43 0.939
42 H 4.31795 -1.64376 -0.27876  O43 0.992
43 O 3.64623 -1.72068 0.44691  H41 0.939, H42 0.992

The HOMO energy comes out at -9.314 eV. As for the spin multiplicity: 1. Its SMILES is CC[C@H](C)N.O.O.O.O.O.O.O.O.O. As for the total charge: 0.


DFT (wB97M-V/def2-TZVPD) results for a 10-piece molecular cluster, C4H29NO9 overall in a non-equilibrium geometry.

Each atom is followed by the atoms it is bonded to, with distances in Å.
Positions of all 43 atoms, in Å:
1 C -3.34067 0.52723 0.81034  C2 1.539, H6 1.131, H7 1.108, H8 1.110
2 C -2.75094 -0.39545 1.89185  C1 1.539, C3 1.592, H9 1.190, H10 1.057
3 C -1.68009 0.22279 2.89442  C2 1.592, C4 1.580, H11 1.067, H12 1.141
4 C -0.57625 1.05264 2.12575  C3 1.580, N5 1.546, H13 1.196, H14 0.997
5 N -0.03425 0.35804 0.85501  C4 1.546, H15 1.009, H16 0.976
6 H -2.76175 0.65208 -0.15333  C1 1.131
7 H -3.47461 1.54752 1.22014  C1 1.108
8 H -4.32088 0.16043 0.44004  C1 1.110
9 H -3.70711 -0.50728 2.59068  C2 1.190
10 H -2.41368 -1.32910 1.52878  C2 1.057
11 H -2.24400 0.89193 3.50570  C3 1.067
12 H -1.31922 -0.67440 3.49972  C3 1.141
13 H 0.27284 1.05035 2.96824  C4 1.196
14 H -0.75416 2.02375 1.99037  C4 0.997
15 H 0.46742 1.06468 0.33800  N5 1.009
16 H -0.83944 0.21888 0.32045  N5 0.976
17 H 1.06406 0.68483 -1.84899  O19 1.032
18 H 0.94350 1.60444 -3.08371  O19 0.978
19 O 1.28253 1.64183 -2.16736  H17 1.032, H18 0.978
20 H 1.62472 0.09284 -3.36283  O22 0.946
21 H 1.55945 -1.26329 -3.92308  O22 0.963
22 O 1.20851 -0.37804 -4.06932  H20 0.946, H21 0.963
23 H -1.04740 3.42005 -1.10761  O25 0.917
24 H 0.22600 2.73410 -1.14966  O25 0.947
25 O -0.60533 2.72988 -0.69684  H23 0.917, H24 0.947
26 H 3.20313 2.31374 -1.18743  O28 0.918
27 H 3.03149 2.77537 0.29663  O28 0.889
28 O 3.51276 2.36069 -0.32453  H26 0.918, H27 0.889
29 H -2.16994 -2.37674 -2.72941  O31 0.898
30 H -1.50745 -3.10978 -1.59283  O31 0.990
31 O -2.36413 -2.94379 -2.06008  H29 0.898, H30 0.990
32 H 0.01178 -1.18460 -1.52589  O34 1.028
33 H 1.30615 -0.83192 -0.63670  O34 0.988
34 O 0.95763 -0.78261 -1.55984  H32 1.028, H33 0.988
35 H 0.25127 -2.51620 0.61241  O37 1.008
36 H -0.92402 -3.42888 0.18831  O37 0.972
37 O -0.23940 -2.85852 -0.19924  H35 1.008, H36 0.972
38 H 4.40661 0.29988 0.68665  O40 1.008
39 H 3.92360 0.13719 -0.77419  O40 0.975
40 O 3.90658 -0.33112 0.08069  H38 1.008, H39 0.975
41 H 1.62273 -1.23267 1.91114  O43 0.939
42 H 2.37900 -2.30937 1.32439  O43 0.904
43 O 1.91289 -2.11140 2.07315  H41 0.939, H42 0.904

The HOMO energy comes out at -9.999 eV. As for the spin multiplicity: 1. Its SMILES is CCCCN.O.O.O.O.O.O.O.O.O. As for the total charge: 0.


Energy relative to the best compared isomer or geometry (same formula, charge and spin) values (in eV) by entry order: 1.394 5.766 3.653.
E_LUMO values (in eV) by entry order: 2.571 0.222 0.216.